The following is a DFT calculation (wB97M-V/def2-TZVPD) of the molecule C10H21N3O4 at a distorted geometry.

Properties
Relative energy (zero: lowest compared OMol25 entry of this formula, charge and spin) ... 55.6 kcal per mole
SMILES ... C[C@@H](O)[C@H](N)C(=O)N[C@@H](CCCCN)C(=O)O
HOMO level ... -9.4 eV
Orbital gap ... 9.77 eV

Geometry (Å):
C: -2.496 0.003 0.701
C: -2.327 1.384 0.142
C: -3.257 -0.953 -0.297
C: -2.363 -1.754 -1.109
C: 0.116 1.281 -0.114
C: 1.086 2.387 0.334
C: 0.737 0.295 -1.190
C: 1.737 -0.706 -0.529
C: 3.226 -0.153 -0.354
C: 4.178 -1.338 0.006
H: -3.175 0.662 2.439
H: -4.273 0.757 1.228
H: -1.627 -0.548 1.103
H: -3.845 -0.328 -0.965
H: -4.193 -1.377 1.331
H: -1.469 -2.162 -0.635
H: -2.113 -1.158 -2.056
H: -2.953 -2.687 -1.385
H: -1.197 2.694 -0.835
H: -0.050 0.528 0.653
H: -0.160 -0.188 -1.567
H: 1.270 0.786 -2.062
H: 1.393 -1.095 0.537
H: 1.768 -1.633 -1.206
H: 3.155 0.600 0.488
H: 3.459 0.460 -1.229
H: 5.218 -1.318 -0.330
H: 3.876 -2.286 -0.608
H: 4.808 -0.942 1.942
H: 3.417 -1.852 1.881
H: 1.454 4.214 -0.220
N: -3.562 0.081 1.712
N: -1.201 1.817 -0.410
N: 4.282 -1.651 1.446
O: -3.396 2.002 0.068
O: -4.213 -1.767 0.377
O: 1.889 2.413 1.203
O: 0.801 3.533 -0.491